[1]
Formula: C15H19N3O2PdSi
Source: the Open Molecules 2025 dataset
Level of theory: ωB97M-V/def2-TZVPD

**Energy relative to the best compared isomer or geometry (same formula, charge and spin)**: 13.99 kJ/mol
**Gap between HOMO and LUMO (alpha / beta)**: 8.2 / 7.4 eV
**Net charge**: 0
**Molecular weight**: 407.842 Da
**Spin multiplicity**: 3

CARTESIAN COORDINATES (ANGSTROEM)
Pd: 0.622 0.430 -0.678
O: -0.318 3.514 2.009
C: -0.233 2.702 1.089
N: 0.840 2.060 0.637
C: 2.022 2.120 1.457
C: 2.735 0.790 1.436
C: 4.009 0.635 1.974
C: 4.612 -0.605 1.930
C: 3.946 -1.669 1.335
C: 2.697 -1.439 0.801
N: 2.100 -0.242 0.875
C: -1.503 2.243 0.403
C: -2.699 2.921 0.548
C: -3.824 2.423 -0.085
C: -3.725 1.257 -0.834
C: -2.497 0.632 -0.925
N: -1.416 1.121 -0.314
H: 1.749 2.362 2.491
H: 2.727 2.900 1.145
H: 4.513 1.487 2.410
H: 5.602 -0.744 2.344
H: 4.391 -2.651 1.264
H: 2.147 -2.207 0.274
H: -2.706 3.814 1.156
H: -4.774 2.935 0.003
H: -4.582 0.834 -1.339
H: -2.356 -0.281 -1.490
C: 1.974 -1.100 -4.790
Si: 1.790 -0.175 -3.192
C: 3.479 0.424 -2.674
C: 0.746 1.352 -3.557
O: 1.080 -1.049 -1.978
H: 2.426 -0.451 -5.545
H: 1.009 -1.445 -5.170
H: 2.615 -1.978 -4.669
H: 3.970 0.957 -3.494
H: 4.125 -0.407 -2.374
H: 3.419 1.115 -1.827
H: 0.995 1.740 -4.551
H: 0.915 2.180 -2.860
H: -0.325 1.130 -3.565


[2]
Formula: C15H19N3O4
Source: the Open Molecules 2025 dataset
Level of theory: ωB97M-V/def2-TZVPD

**Energy relative to the best compared isomer or geometry (same formula, charge and spin)**: 849.07 kJ/mol
**Gap between HOMO and LUMO**: 8.5 eV
**Net charge**: 0
**Molecular weight**: 305.334 Da

CARTESIAN COORDINATES (ANGSTROEM)
C: -0.598 1.460 -1.443
C: 0.696 1.013 -0.861
C: -1.677 1.223 -0.363
C: -1.692 -0.311 0.065
C: -1.298 -0.759 1.201
C: -2.376 -1.351 -0.613
C: -2.518 -2.495 0.207
C: -2.926 -1.504 -1.958
C: -3.319 -3.658 -0.116
C: -3.353 -2.739 -2.465
C: -3.653 -3.782 -1.489
C: 2.075 0.914 1.160
C: 2.047 1.107 2.729
C: 3.365 1.460 0.508
C: 3.547 2.894 0.807
H: -0.068 0.441 -3.254
H: -0.857 -0.307 -2.154
H: -0.660 2.459 -1.901
H: -2.645 1.856 -0.750
H: -1.517 1.641 0.732
H: -0.642 -0.294 2.013
H: -1.284 -2.657 2.298
H: -2.780 -0.616 -2.579
H: -3.493 -4.365 0.595
H: -3.877 -2.792 -3.363
H: -4.046 -4.614 -1.916
H: 0.345 1.846 1.147
H: 2.086 -0.153 1.046
H: 3.062 1.045 -0.609
H: 4.720 -0.110 0.549
H: 4.430 3.008 1.934
H: 3.997 3.437 -0.468
H: 2.214 3.255 1.178
H: 3.956 0.350 2.679
N: -0.951 0.550 -2.653
N: -1.773 -2.114 1.499
N: 0.956 1.306 0.470
O: 1.538 0.263 -1.519
O: 1.192 1.748 3.418
O: 4.612 0.834 0.939
O: 3.164 0.509 3.302


[3]
Formula: C15H19N5O2SZr
Source: the Open Molecules 2025 dataset
Level of theory: ωB97M-V/def2-TZVPD

**Gap between HOMO and LUMO**: 7.1 eV
**Net charge**: +4
**Molecular weight**: 424.641 Da

CARTESIAN COORDINATES (ANGSTROEM)
N: 0.101 2.233 0.003
C: 0.171 3.393 -0.010
C: 0.243 4.836 -0.030
H: -0.768 5.267 -0.103
H: 0.834 5.177 -0.895
H: 0.719 5.208 0.890
N: 1.852 -1.207 -0.350
C: 2.815 -1.834 -0.519
C: 4.004 -2.608 -0.753
H: 4.624 -2.131 -1.528
H: 3.740 -3.622 -1.090
H: 4.596 -2.688 0.171
N: -2.001 -0.994 0.003
C: -3.036 -1.526 -0.010
C: -4.327 -2.174 -0.030
H: -4.347 -3.007 0.689
H: -4.539 -2.570 -1.036
H: -5.117 -1.456 0.239
Zr: 0.019 -0.013 -0.094
C: 0.048 -1.742 1.564
O: 0.059 -2.667 2.267
C: 1.613 0.660 1.564
O: 2.462 1.026 2.266
C: 0.484 1.340 -3.136
C: -0.889 1.408 -3.015
C: -1.648 0.236 -3.016
C: -1.026 -0.990 -3.135
C: 0.363 -1.058 -3.257
C: 1.114 0.100 -3.256
H: 1.086 2.235 -3.165
H: -1.396 2.357 -2.947
H: -2.722 0.312 -2.950
H: -1.597 -1.904 -3.163
H: 0.828 -2.024 -3.377
H: 2.186 0.069 -3.375
N: 0.592 1.032 4.542
C: 0.001 -0.001 3.969
N: -0.699 -0.961 4.543
S: -0.039 0.025 2.314
H: 0.565 1.076 5.540
H: 1.030 1.834 4.065
H: -1.253 -1.689 4.068
H: -0.749 -0.954 5.542